Molecular formula: C4H10NO2
Method: DFT, ωB97M-V with the def2-TZVPD basis set

Output
E_HOMO (alpha / beta) = -21.4 / -21.3 eV
energy = -362.87492 Eh
gap between HOMO and LUMO (alpha / beta) = 12.0163 / 7.1064 eV
spin multiplicity = 2
net charge = +2
<S²> = 0.76
energy above the lowest of the compared OMol25 structures with the same formula, charge and spin = 10.25 kcal/mol

```
17
C4H10NO2 (ωB97M-V with the def2-TZVPD basis set)
C -0.01568 -1.94904 0.19555
C -0.57278 -0.65827 0.70512
C 0.31612 0.61681 0.48642
C 0.46971 0.87862 -0.98728
O 0.61387 2.17388 -1.25454
O 0.18942 0.12587 -1.90988
N -0.87756 -0.87717 2.22115
H -0.54558 -2.81234 0.61376
H 0.07267 -2.09581 -0.88377
H 1.02168 -2.16926 0.51077
H -1.52654 -0.46068 0.20268
H -0.21018 1.46358 0.93187
H 1.25883 0.41360 0.99906
H 0.61746 2.30437 -2.23581
H -0.40058 -0.13785 2.75459
H -1.84432 -0.92057 2.56099
H -0.42091 -1.76817 2.44625
```

---

Molecular formula: C6H14O
Method: DFT, ωB97M-V with the def2-TZVPD basis set

Output
E_HOMO = -9.5 eV
energy = -312.14507 Eh
gap between HOMO and LUMO = 10.4584 eV
net charge = 0
SMILES = C=CCCCC.O
energy above the lowest of the compared OMol25 structures with the same formula, charge and spin = 69.00 kcal/mol

```
21
C6H14O (ωB97M-V with the def2-TZVPD basis set)
C -0.16418 -2.48741 -0.62642
C 0.37544 -1.02122 -0.47538
C 1.47368 -0.64995 0.55582
C 0.89820 -0.14639 1.83397
C -1.46771 0.53930 2.41176
C -0.50601 -0.37500 2.25248
H -1.18622 -2.42569 -1.09649
H -0.42043 -3.04913 0.26951
H 0.56973 -3.25224 -1.15605
H 0.97817 -0.79022 -1.31613
H -0.50400 -0.26847 -0.32911
H 2.27552 0.04351 -0.00578
H 2.22723 -1.42175 0.67302
H 1.13042 0.98392 1.93005
H 1.47159 -0.56881 2.78119
H -1.37471 1.47029 1.81808
H -2.42886 0.33873 2.96074
H -0.62048 -1.35191 2.61747
H -1.00909 4.83773 -4.23422
H -0.49912 4.77416 -5.70182
O -1.21916 4.82055 -5.16270
```

---

Molecular formula: C30H34BrO28Pd
Method: DFT, ωB97M-V with the def2-TZVPD basis set

Output
E_HOMO (alpha / beta) = -5.2 / -5.1 eV
energy = -5972.11935 Eh
gap between HOMO and LUMO (alpha / beta) = 6.5932 / 6.3973 eV
spin multiplicity = 3
net charge = -1
<S²> = 2.00

```
94
C30H34BrO28Pd (ωB97M-V with the def2-TZVPD basis set)
Pd 0.32579 1.55339 0.45962
Br 0.62390 4.08966 0.05763
C 2.42321 -1.60957 2.32739
C 1.56651 -0.69252 1.70505
C 0.09002 -1.16100 1.34860
O -0.58820 -0.41374 0.64143
C -0.41060 -2.43274 1.81014
C 0.51437 -3.22996 2.39297
C 1.93272 -2.84368 2.69752
O 2.76631 -3.54461 3.38253
O 0.00230 -4.48797 2.56427
O 1.75388 0.45636 1.37065
H 3.46624 -1.34178 2.40966
H -1.38922 -2.81598 1.56147
C 2.41235 -1.06766 -4.23880
C 1.05362 -0.64269 -4.66657
O 0.77880 0.31933 -3.62387
C 1.44101 0.07359 -2.59254
O 1.21812 0.68158 -1.54750
O 2.43494 -0.82332 -2.89426
H 3.13867 -0.46870 -4.78817
H 2.45639 -2.13653 -4.44783
H 0.50792 -1.57756 -4.79432
H 1.00509 -0.09667 -5.60870
C -2.31769 -0.77740 -2.25242
C -2.86548 -1.80106 -1.31198
O -3.08219 -2.94446 -2.15959
C -2.69818 -2.62094 -3.43955
O -2.83339 -3.30098 -4.43688
O -2.54334 -1.26991 -3.45782
H -1.27287 -0.60944 -1.99122
H -2.82671 0.18361 -2.32615
H -3.76930 -1.47924 -0.79465
H -2.18509 -2.18876 -0.55379
C -3.39863 0.26233 4.05561
C -2.86347 -1.11713 4.37731
O -3.87872 -1.79775 4.67672
C -5.03414 -1.27978 4.31662
O -6.13370 -1.89164 4.39403
O -4.77876 0.00303 3.85449
H -3.03955 0.80404 3.18055
H -3.30299 0.93291 4.90959
H -2.07447 -1.04487 5.12587
H -2.40608 -1.62553 3.52853
C 0.10925 1.66001 5.91224
C 1.41901 2.31431 5.58192
O 1.42101 2.39314 4.21731
C 0.21261 1.96500 3.67921
O -0.24357 2.05960 2.57356
O -0.43205 1.29117 4.61203
H -0.66489 2.33768 6.27220
H -0.03805 0.87867 6.65784
H 2.31136 1.77277 5.89583
H 1.50655 3.31773 5.99855
C -1.19850 3.41948 -3.80817
C -2.47878 2.52295 -4.04721
O -2.22926 1.91618 -5.30021
C -1.33800 2.73777 -6.00556
O -1.21710 2.85207 -7.21650
O -0.75803 3.53128 -5.09927
H -0.45562 2.94505 -3.16697
H -1.44586 4.38126 -3.35885
H -3.44323 3.02098 -4.14688
H -2.65100 1.80808 -3.24260
C -4.71284 2.75345 1.37895
C -4.60548 3.73406 0.26757
O -3.18412 3.66340 -0.01876
C -2.90632 2.42689 0.10514
O -1.85206 1.89392 -0.24245
O -3.86872 1.75657 0.86278
H -5.74832 2.42673 1.47444
H -4.47047 3.04486 2.40094
H -4.88074 4.63473 0.81631
H -5.19881 3.63803 -0.64174
C 2.85889 -4.44994 -0.55687
C 3.71325 -3.25724 -0.84610
O 4.06688 -3.23928 -2.14742
C 3.87001 -4.53401 -2.56484
O 4.27281 -5.00924 -3.60085
O 3.13051 -5.19992 -1.71081
H 1.83459 -4.22457 -0.26002
H 3.23819 -5.01015 0.29778
H 4.48584 -3.12175 -0.08923
H 3.07707 -2.39562 -0.64364
C 5.18036 0.38916 0.19791
C 4.69334 1.76819 -0.24999
O 5.15721 1.72175 -1.59873
C 5.83912 0.56789 -1.90659
O 6.48495 0.34371 -2.95058
O 5.70714 -0.23768 -0.90617
H 4.39577 -0.23782 0.62146
H 5.86843 0.43041 1.04228
H 5.31781 2.38128 0.39982
H 3.63046 1.99273 -0.16073
```

---

> Which formula does entry 3 have?

C30H34BrO28Pd

---

> Look up the energy of the third one.

-5972.11935 Eh

---

What did the second record say?
Molecular formula: C6H14O
Method: DFT, ωB97M-V with the def2-TZVPD basis set

Output
E_HOMO = -9.5 eV
energy = -312.14507 Eh
gap between HOMO and LUMO = 10.4584 eV
net charge = 0
SMILES = C=CCCCC.O
energy above the lowest of the compared OMol25 structures with the same formula, charge and spin = 69.00 kcal/mol

```
21
C6H14O (ωB97M-V with the def2-TZVPD basis set)
C -0.16418 -2.48741 -0.62642
C 0.37544 -1.02122 -0.47538
C 1.47368 -0.64995 0.55582
C 0.89820 -0.14639 1.83397
C -1.46771 0.53930 2.41176
C -0.50601 -0.37500 2.25248
H -1.18622 -2.42569 -1.09649
H -0.42043 -3.04913 0.26951
H 0.56973 -3.25224 -1.15605
H 0.97817 -0.79022 -1.31613
H -0.50400 -0.26847 -0.32911
H 2.27552 0.04351 -0.00578
H 2.22723 -1.42175 0.67302
H 1.13042 0.98392 1.93005
H 1.47159 -0.56881 2.78119
H -1.37471 1.47029 1.81808
H -2.42886 0.33873 2.96074
H -0.62048 -1.35191 2.61747
H -1.00909 4.83773 -4.23422
H -0.49912 4.77416 -5.70182
O -1.21916 4.82055 -5.16270
```

---

> Which of these has the highest energy?

C6H14O